i:
Entry from the Open Molecules 2025 dataset: a structure of composition CH6N2O (ωB97M-V/def2-TZVPD).

Summary:
Charge = 0
HOMO level = -8.91 eV
Kohn-Sham gap = 9.591 eV

```
10
CH6N2O (ωB97M-V/def2-TZVPD)
C 0.4241 -0.4694 0.6166
N -0.6777 0.8939 -0.8525
N -0.2272 -0.4505 -0.6995
O 1.6839 0.1998 0.5444
H -0.1558 -0.0719 1.4868
H 0.7199 -1.6118 0.9050
H -1.6416 0.9378 -1.1466
H -0.6338 1.3249 0.0613
H -1.2242 -1.2594 -0.5828
H 1.7325 0.5066 -0.3328
```

Atomic partial charges in e from the Mulliken method, atoms 1 to 4:
1. C -0.3231
2. N -0.4667
3. N -0.3896
4. O -0.4899

***

ii:
Entry from the Open Molecules 2025 dataset: a cluster of 2 separate species, CH6N2O in total (ωB97M-V/def2-TZVPD).

Summary:
Charge = 0
HOMO level = -9.53 eV
Kohn-Sham gap = 10.353 eV

```
10
CH6N2O (ωB97M-V/def2-TZVPD)
H 2.0820 -1.8828 1.3315
N 1.4147 -1.8891 0.5597
C 1.2352 -0.7184 0.1154
N 0.1969 -0.3695 -0.7061
H 1.8798 0.1296 0.3586
H 0.4038 0.2282 -1.4857
H -0.6459 -0.9006 -0.8340
O -2.2646 2.3611 0.0149
H -3.0529 2.6018 0.5064
H -1.9307 1.5436 0.3930
```

Atomic partial charges in e from the Mulliken method, atoms 1 to 4:
1. H 0.2476
2. N -0.6466
3. C 0.1333
4. N -0.4661

***

How do the energies compare? Relative to the most stable structure, in eV: i 2.498; ii 0.000.

***

i:
Entry from the Open Molecules 2025 dataset: a cluster of 3 separate species, C2H10O3 in total (ωB97M-V/def2-TZVPD).

Summary:
Charge = 0
HOMO level = -11.01 eV
Kohn-Sham gap = 11.551 eV

```
15
C2H10O3 (ωB97M-V/def2-TZVPD)
C -0.6508 -0.2480 -1.6070
C -1.3090 0.3726 -0.3540
O -0.5970 -0.0321 0.8581
H 0.3010 -0.7066 -1.3542
H -1.3255 -0.9491 -2.0917
H -0.4234 0.5947 -2.2605
H -2.3820 0.2882 -0.2089
H -1.0676 1.4299 -0.3872
H -1.0986 -0.6316 1.4118
O 1.6804 -2.4161 0.8971
H 0.9864 -1.7601 0.7641
H 2.3745 -1.9455 1.3730
O 1.4570 1.9654 0.7500
H 1.2047 2.7763 1.1974
H 0.8499 1.2621 1.0119
```

Atomic partial charges in e from the Mulliken method, atoms 1 to 4:
1. C -0.8990
2. C -0.1918
3. O -0.5803
4. H 0.2271

***

ii:
Entry from the Open Molecules 2025 dataset: a structure of composition C2H10O3 (ωB97M-V/def2-TZVPD).

Summary:
Charge = 0
HOMO level = -8.43 eV
Kohn-Sham gap = 8.622 eV

```
15
C2H10O3 (ωB97M-V/def2-TZVPD)
O -0.9625 -0.5974 0.9024
H -0.5341 -0.6141 1.7583
H -1.6332 -1.2782 0.9564
O -1.0528 -0.9765 3.3748
H -0.3739 -0.8566 4.0389
H -1.5352 -0.1498 3.3728
C 1.3976 0.6813 -2.3552
C 0.1609 0.5297 -1.3956
O 0.5905 0.0567 -0.1380
H 2.0951 -0.1389 -2.1849
H 1.7726 1.6961 -2.2223
H 1.1027 0.6067 -3.4019
H -0.5717 -0.1611 -1.8129
H -0.3427 1.4924 -1.3077
H -0.1133 -0.2903 0.4150
```

Atomic partial charges in e from the Mulliken method, atoms 1 to 4:
1. O -0.5466
2. H 0.3811
3. H 0.2934
4. O -0.7094

***

iii:
Entry from the Open Molecules 2025 dataset: a cluster of 3 separate species, C2H10O3 in total (ωB97M-V/def2-TZVPD).

Summary:
Charge = 0
HOMO level = -10.28 eV
Kohn-Sham gap = 10.964 eV

```
15
C2H10O3 (ωB97M-V/def2-TZVPD)
C -0.0457 0.7445 1.3473
C 0.5541 -0.4980 0.7516
O -0.4775 -1.4168 0.6051
H -0.4137 0.4057 2.4431
H 0.3473 1.7594 1.5640
H -0.8652 0.9938 0.6083
H 1.1495 -0.9875 1.4890
H 0.9636 -0.4947 -0.3077
H -0.8970 -1.1949 -0.2092
O -3.5086 0.4254 0.8840
H -3.4885 -0.1811 1.6454
H -3.7689 1.2485 1.3382
O 3.4016 -0.5476 -4.3266
H 2.9034 0.2745 -4.1370
H 4.1455 -0.5312 -3.6955
```

Atomic partial charges in e from the Mulliken method, atoms 1 to 4:
1. C -0.5757
2. C -0.3931
3. O -0.5011
4. H 0.1520

***

How do the energies compare? Relative to the most stable structure, in eV: i 0.000; ii 2.802; iii 1.051.

***

i:
Entry from the Open Molecules 2025 dataset: the molecule C2H4N2OS (ωB97M-V/def2-TZVPD).

Summary:
Charge = 0
HOMO level = -8.99 eV
Kohn-Sham gap = 9.314 eV

```
10
C2H4N2OS (ωB97M-V/def2-TZVPD)
O 2.2607 -1.4386 0.0696
C 1.5294 -0.5636 -0.3075
N 0.7514 0.1943 0.6102
N -0.3719 0.8437 0.0698
C -1.5588 0.1994 -0.1339
S -1.8750 -1.4146 0.1246
H 1.3637 -0.2253 -1.3569
H 0.5782 -0.3082 1.4598
H -0.3689 1.8567 -0.0025
H -2.3087 0.8560 -0.5332
```

Atomic partial charges in e from the Mulliken method, atoms 1 to 4:
1. O -0.4834
2. C 0.1549
3. N -0.2976
4. N -0.0907

***

ii:
Entry from the Open Molecules 2025 dataset: a cluster of 2 separate species, C2H4N2OS in total (ωB97M-V/def2-TZVPD).

Summary:
Charge = 0
HOMO level (alpha / beta) = -9.09 / -7.40 eV
Kohn-Sham gap (alpha / beta) = 9.035 / 7.092 eV

```
10
C2H4N2OS (ωB97M-V/def2-TZVPD)
C -0.1195 1.6684 0.8101
C -0.1209 -0.4195 0.3172
N -0.7007 0.5803 1.1783
N 0.7832 0.1774 -0.4047
O 0.7615 1.6071 -0.1280
S -1.2951 -1.5418 -0.6181
H -0.4098 2.6351 1.2089
H 0.7330 -2.1277 1.4669
H 0.8425 -0.0262 -1.3234
H -1.2601 -2.5209 0.1750
```

Atomic partial charges in e from the Mulliken method, atoms 1 to 4:
1. C 0.1125
2. C -0.1810
3. N -0.3483
4. N 0.0066

***

How do the energies compare? Relative to the most stable structure, in eV: i 0.000; ii 5.362.

***

i:
Entry from the Open Molecules 2025 dataset: the molecule C2H4N2OS (ωB97M-V/def2-TZVPD).

Summary:
Charge = 0
HOMO level = -9.56 eV
Kohn-Sham gap = 9.450 eV

```
10
C2H4N2OS (ωB97M-V/def2-TZVPD)
H -1.1211 -1.6095 0.3295
N -2.1524 -1.3312 0.5396
C -2.3065 -0.1058 0.3782
N -1.2946 0.8614 -0.2827
O -0.1270 0.0733 -0.5821
C 0.9517 0.3672 0.2174
S 2.3687 -0.0306 -0.2098
H -3.2978 0.3157 0.7332
H -0.9608 1.6882 0.4873
H 0.7546 1.2285 1.0927
```

Atomic partial charges in e from the Mulliken method, atoms 1 to 4:
1. H 0.3018
2. N -0.5291
3. C 0.0599
4. N -0.2950

***

ii:
Entry from the Open Molecules 2025 dataset: the molecule C2H4N2OS (ωB97M-V/def2-TZVPD).

Summary:
Charge = 0
HOMO level (alpha / beta) = -10.06 / -9.23 eV
Kohn-Sham gap (alpha / beta) = 7.991 / 7.655 eV

```
10
C2H4N2OS (ωB97M-V/def2-TZVPD)
C -0.9886 0.6294 -0.1027
C -0.2716 -0.7046 0.0666
N -0.3427 1.7170 0.4104
N 1.7517 1.1543 -0.2269
O 2.3745 -1.2599 0.4298
S 1.5482 -0.3379 -0.3429
H -1.2515 0.7647 -1.1698
H -1.9417 0.5878 0.4497
H -0.2473 -1.0716 1.0918
H -0.6310 -1.4791 -0.6059
```

Atomic partial charges in e from the Mulliken method, atoms 1 to 4:
1. C -0.1792
2. C -0.5959
3. N -0.3105
4. N -0.3306

***

iii:
Entry from the Open Molecules 2025 dataset: the molecule C2H4N2OS (ωB97M-V/def2-TZVPD).

Summary:
Charge = 0
HOMO level = -9.66 eV
Kohn-Sham gap = 9.636 eV

```
10
C2H4N2OS (ωB97M-V/def2-TZVPD)
C -0.2397 -0.6173 0.7492
C 0.9580 0.8223 -1.1271
N 0.7920 0.1919 0.1929
N -1.5330 -0.7524 0.5946
O 3.2790 1.4459 0.2510
S 2.5523 0.3807 -0.4123
H 0.1797 -1.0568 1.7605
H 0.5306 0.2074 -1.9961
H 0.8642 1.9149 -1.3544
H -1.8223 -1.2395 1.4540
```

Atomic partial charges in e from the Mulliken method, atoms 1 to 4:
1. C 0.1018
2. C -0.3463
3. N -0.1481
4. N -0.6041

***

iv:
Entry from the Open Molecules 2025 dataset: a cluster of 2 separate species, C2H4N2OS in total (ωB97M-V/def2-TZVPD).

Summary:
Charge = 0
HOMO level (alpha / beta) = -10.20 / -10.20 eV
Kohn-Sham gap (alpha / beta) = 9.588 / 9.589 eV

```
10
C2H4N2OS (ωB97M-V/def2-TZVPD)
C 2.0329 -0.5725 1.3014
C 0.0356 -0.6366 0.1705
N 3.0699 -0.6475 1.7548
N 0.0178 0.3394 -0.8221
O -0.0771 -1.9137 -0.2420
S -1.3350 -0.0267 1.4079
H -0.0560 1.2449 -0.3246
H 0.7834 0.4055 -1.5286
H -0.0320 -2.6329 0.4178
H -2.1183 -0.9236 0.9550
```

Atomic partial charges in e from the Mulliken method, atoms 1 to 4:
1. C -0.0542
2. C 0.3805
3. N -0.3641
4. N -0.4339

***

How do the energies compare? Relative to the most stable structure, in eV: i 0.854; ii 4.213; iii 0.241; iv 0.000.

***

i:
Entry from the Open Molecules 2025 dataset: a cluster of 2 separate species, C2H4N2OS in total (ωB97M-V/def2-TZVPD).

Summary:
Charge = 0
HOMO level = -9.93 eV
Kohn-Sham gap = 10.460 eV

```
10
C2H4N2OS (ωB97M-V/def2-TZVPD)
N 3.5476 0.4964 0.5871
C 2.5337 0.1540 0.1788
C 1.2199 -0.0546 -0.4523
N 0.7406 -1.2426 -0.3057
O 0.8112 0.8421 -1.1205
H -0.0567 -1.4566 -0.8921
H 1.1495 -1.9180 0.2439
S -3.0646 0.6069 0.2624
H -4.1928 0.7086 1.1253
H -2.6883 1.8638 0.3731
```

Atomic partial charges in e from the Mulliken method, atoms 1 to 4:
1. N -0.3272
2. C 0.1516
3. C 0.5737
4. N -0.3259

***

ii:
Entry from the Open Molecules 2025 dataset: the molecule C2H4N2OS (ωB97M-V/def2-TZVPD).

Summary:
Charge = 0
HOMO level = -8.93 eV
Kohn-Sham gap = 9.023 eV

```
10
C2H4N2OS (ωB97M-V/def2-TZVPD)
N 0.8782 -1.8853 -0.2570
N 0.5495 -0.5749 0.0160
C -0.5109 -0.1171 -0.5037
O -0.9520 1.1473 -0.2341
C -0.5109 1.7781 0.8610
S -0.8476 3.3291 1.1722
H 1.8751 -2.0226 -0.1456
H 0.6244 -2.1725 -1.1808
H -1.1971 -0.5989 -1.2038
H 0.0913 1.1169 1.4758
```

Atomic partial charges in e from the Mulliken method, atoms 1 to 4:
1. N -0.5722
2. N -0.1568
3. C 0.1377
4. O -0.2747

***

iii:
Entry from the Open Molecules 2025 dataset: a cluster of 2 separate species, C2H4N2OS in total (ωB97M-V/def2-TZVPD).

Summary:
Charge = 0
HOMO level = -8.75 eV
Kohn-Sham gap = 9.254 eV

```
10
C2H4N2OS (ωB97M-V/def2-TZVPD)
C -0.1178 0.5785 0.3741
C -1.0071 1.9898 1.6253
N 1.1318 0.4324 0.1480
N -1.0006 -0.3032 -0.0289
O -0.0732 2.5760 1.9975
S -2.6030 1.7390 1.7674
H 1.7989 1.0440 0.3968
H 1.4381 -0.3215 -0.4392
H -1.8962 -0.1078 0.5009
H -0.8454 -1.0752 -0.6132
```

Atomic partial charges in e from the Mulliken method, atoms 1 to 4:
1. C 0.1435
2. C 0.5664
3. N -0.2710
4. N -0.2570

***

iv:
Entry from the Open Molecules 2025 dataset: the molecule C2H4N2OS (ωB97M-V/def2-TZVPD).

Summary:
Charge = 0
HOMO level (alpha / beta) = -8.24 / -8.92 eV
Kohn-Sham gap (alpha / beta) = 7.619 / 8.353 eV

```
10
C2H4N2OS (ωB97M-V/def2-TZVPD)
C -0.0418 1.3814 0.0857
C -0.0380 -0.1404 -0.3464
N -1.0798 2.0102 0.0398
N -1.2122 -0.7396 0.0801
O -3.7570 -0.3877 0.5114
S -2.6900 0.0602 -0.3890
H 0.8539 1.7271 0.4944
H -0.1395 -0.0817 -1.5304
H 0.9777 -0.4712 -0.0157
H -1.2360 -1.2115 1.0246
```

Atomic partial charges in e from the Mulliken method, atoms 1 to 4:
1. C 0.1587
2. C -0.5409
3. N -0.5505
4. N -0.3138

***

How do the energies compare? Relative to the most stable structure, in eV: i 0.000; ii 1.301; iii 0.350; iv 2.873.